Arrangement a

11
Properties=species:S:1:pos:R:3 method="wB97M-V/def2-TZVPD" smiles="NC1=CN=NC1" orbital_gap_ha=0.3471
N -1.675 -0.391 -0.294
C -0.375 0.004 -0.022
C 0.116 1.266 0.266
N 1.483 1.272 0.362
N 1.949 0.066 0.239
C 0.802 -0.809 -0.080
H -2.389 0.227 0.073
H -1.886 -1.361 -0.097
H -0.447 2.186 0.393
H 0.882 -1.861 0.151
H 1.532 -0.609 -0.998


Arrangement b

11
Properties=species:S:1:pos:R:3 method="wB97M-V/def2-TZVPD" smiles=Cc1cn[nH]n1 orbital_gap_ha=0.4008
C 0.587 1.554 0.127
C -0.092 0.230 0.057
C -0.017 -0.690 -1.001
N -0.502 -1.858 -0.599
N -0.861 -1.611 0.646
N -0.649 -0.385 1.098
H 1.660 1.352 0.010
H 0.291 2.239 -0.673
H 0.446 2.039 1.092
H 0.417 -0.547 -1.980
H -1.281 -2.322 1.223


Least stable structure: arrangement a


Arrangement a

11
Properties=species:S:1:pos:R:3 method="wB97M-V/def2-TZVPD" orbital_gap_ha=0.3861
H 2.067 0.761 -0.072
N 1.211 0.220 -0.172
C 0.242 0.724 0.481
C 0.337 1.964 1.232
N 0.457 2.967 1.792
N -0.985 0.080 0.619
C -1.446 -0.522 -0.394
H -2.336 -1.129 -0.263
H -1.041 -0.400 -1.401
H 0.599 -2.702 -0.993
H 0.913 -2.027 -0.831


Arrangement b

11
Properties=species:S:1:pos:R:3 method="wB97M-V/def2-TZVPD" orbital_gap_ha=0.3638
C -0.760 -0.588 -0.171
C 0.660 -1.055 -0.056
C 1.882 -1.078 -0.178
H 1.093 1.551 -0.514
H 0.627 1.054 0.835
H -1.631 1.363 0.478
H -2.585 -1.206 0.179
H 3.024 -1.082 -0.117
N 0.271 1.577 0.085
N -0.874 0.882 -0.513
N -1.706 -1.417 -0.027


Arrangement c

11
Properties=species:S:1:pos:R:3 method="wB97M-V/def2-TZVPD" smiles=Nc1ccn[nH]1 orbital_gap_ha=0.3429
N -1.879 -0.013 0.182
C -0.485 0.017 0.050
C 0.498 -0.959 -0.006
C 1.704 -0.249 -0.079
N 1.535 1.055 -0.072
N 0.191 1.192 0.005
H -2.223 -0.965 0.171
H -2.360 0.515 -0.539
H 0.572 -1.957 0.363
H 2.685 -0.703 -0.150
H -0.190 2.118 0.095


Arrangement d

11
Properties=species:S:1:pos:R:3 method="wB97M-V/def2-TZVPD" smiles=Nc1cc[nH]n1 orbital_gap_ha=0.3626
N -1.797 1.002 0.034
C -0.528 0.349 0.164
C -0.406 -1.005 -0.052
C 0.898 -1.312 -0.236
N 1.554 -0.054 -0.115
N 0.552 1.001 0.133
H -1.871 2.021 0.587
H -2.613 0.334 0.287
H -1.327 -1.560 -0.577
H 1.319 -2.432 -0.337
H 2.545 -0.199 0.427


Least stable structure: arrangement b


Arrangement a

11
Properties=species:S:1:pos:R:3 method="wB97M-V/def2-TZVPD" smiles=Nc1c[nH]cn1 orbital_gap_ha=0.3337
N -1.109 0.738 -1.439
C -0.374 0.198 -0.382
C 0.707 -0.649 -0.368
N 1.133 -0.697 0.945
C 0.262 0.018 1.734
N -0.680 0.542 0.891
H -2.041 1.005 -1.143
H -1.153 0.144 -2.254
H 1.166 -1.235 -1.154
H 1.929 -1.226 1.273
H 0.159 1.163 1.897


Arrangement b

11
Properties=species:S:1:pos:R:3 method="wB97M-V/def2-TZVPD" orbital_gap_ha=0.3389
C 0.527 1.502 0.352
N 0.117 0.164 -0.003
N 0.946 -0.839 -0.104
C 0.186 -1.900 -0.362
C -1.221 -1.616 -0.432
N -1.164 -0.302 -0.188
H 0.886 1.526 1.386
H -0.323 2.179 0.243
H 1.324 1.812 -0.328
H 0.660 -2.864 -0.482
H -1.938 0.338 -0.082


Least stable structure: arrangement b


Arrangement a

11
Properties=species:S:1:pos:R:3 method="wB97M-V/def2-TZVPD" smiles="C=NCC1=NN1" orbital_gap_ha=0.3924
C 1.847 -0.568 -0.159
N 0.859 -1.357 -0.117
C -0.484 -0.831 0.012
C -0.684 0.642 0.019
N -0.180 1.766 0.171
N -1.705 1.575 -0.274
H 2.841 -1.004 -0.264
H 1.782 0.524 -0.102
H -0.920 -1.233 0.936
H -1.098 -1.233 -0.803
H -2.257 1.719 0.579


Arrangement b

11
Properties=species:S:1:pos:R:3 method="wB97M-V/def2-TZVPD" orbital_gap_ha=0.3321
C -1.741 -0.542 0.006
C -0.287 -0.371 -0.079
N 0.776 -0.877 -0.190
N 1.970 -1.108 -0.454
N 2.072 1.608 0.004
C 0.951 1.886 0.070
H -2.175 0.164 0.722
H -2.161 -0.309 -0.977
H -2.024 -1.560 0.284
H 2.491 -1.191 0.420
H -0.043 2.272 0.149


Least stable structure: arrangement b


Arrangement a

25
Properties=species:S:1:pos:R:3 method="wB97M-V/def2-TZVPD" charge=+1 orbital_gap_ha=0.3877
C -1.059 0.893 -1.249
N -2.160 -0.086 -1.517
C 0.260 0.114 -0.903
N -0.070 -0.634 0.386
C 2.713 0.520 -0.575
C 1.359 1.154 -0.765
H -1.474 1.624 -0.573
H -0.685 1.451 -2.148
H -3.029 0.050 -1.036
H -2.152 -0.206 -2.515
H 0.537 -0.597 -1.676
H -0.984 -1.124 0.221
H 0.599 -1.393 0.557
H -0.238 -0.079 1.223
H 2.807 -0.529 -0.209
H 3.225 1.192 0.124
H 3.350 0.276 -1.421
H 1.159 1.864 0.029
H 1.387 1.661 -1.737
H -3.716 -0.973 0.830
H -3.536 -1.660 2.123
O -3.041 -1.480 1.310
H 1.073 -1.014 3.640
H 2.264 -0.344 3.090
O 1.411 -0.680 2.792


Arrangement b

25
Properties=species:S:1:pos:R:3 method="wB97M-V/def2-TZVPD" charge=+1 orbital_gap_ha=0.4037
C -0.821 -1.415 -3.337
C -0.590 -0.373 -2.225
C 0.324 -0.875 -1.093
C 0.944 0.298 -0.310
N -0.127 1.042 0.448
N -1.842 0.002 -1.542
H -1.429 -2.211 -2.917
H -1.167 -0.862 -4.213
H 0.124 -1.839 -3.676
H -0.128 0.494 -2.683
H 1.180 -1.391 -1.518
H -0.209 -1.583 -0.456
H 1.687 -0.110 0.354
H 1.338 0.979 -1.061
H -0.005 2.048 0.422
H -0.999 0.826 -0.126
H -2.528 0.388 -2.182
H -2.297 -0.801 -1.118
H -0.196 0.702 1.401
H 2.340 1.675 2.744
H 0.956 1.338 3.439
O 1.499 1.225 2.644
H 0.700 0.563 6.345
H 0.442 -0.504 5.254
O 0.802 0.384 5.404


Least stable structure: arrangement a


Arrangement a

31
Properties=species:S:1:pos:R:3 method="wB97M-V/def2-TZVPD" smiles="CCC/C(N)=C/N.O.O.O.O" orbital_gap_ha=0.2957
C -0.558 -2.106 2.402
C 0.321 -1.848 1.128
C -0.083 -0.679 0.259
C -0.761 0.513 0.981
N -2.017 0.863 0.464
C -0.121 1.077 2.001
N -0.664 2.105 2.842
H 0.034 -2.674 3.102
H -1.470 -2.652 2.102
H -0.877 -1.174 2.870
H 0.241 -2.732 0.515
H 1.376 -1.822 1.442
H 0.728 -0.168 -0.316
H -0.665 -1.039 -0.587
H -2.640 1.342 1.094
H -2.541 0.285 -0.169
H 0.801 0.667 2.386
H -0.028 2.884 2.652
H -1.575 2.493 2.632
O 0.232 2.476 -2.271
H 1.097 2.862 -2.105
H -0.277 2.569 -1.460
O 1.451 -0.250 -3.364
H 2.152 0.098 -2.778
H 0.707 -0.011 -2.798
O -1.433 -2.325 -2.514
H -1.633 -1.436 -2.202
H -1.206 -2.126 -3.429
O 2.998 0.208 -0.077
H 2.302 0.066 -0.743
H 3.571 -0.558 -0.112


Arrangement b

31
Properties=species:S:1:pos:R:3 method="wB97M-V/def2-TZVPD" smiles=NCCNCCCO.O.O.O orbital_gap_ha=0.3365
N -2.434 -0.838 1.677
C -2.673 0.627 1.522
C -2.174 1.155 0.194
N -0.738 0.962 0.013
C -0.347 -0.209 -0.756
C 0.928 0.050 -1.601
C 2.194 0.202 -0.786
O 2.572 -1.006 -0.060
H -2.457 -1.264 0.764
H -1.465 -0.983 1.962
H -3.752 0.701 1.675
H -2.206 1.114 2.376
H -2.732 0.686 -0.615
H -2.426 2.204 0.007
H -0.278 0.940 0.903
H -0.011 -1.088 -0.206
H -1.120 -0.572 -1.428
H 0.999 -0.853 -2.226
H 0.931 0.870 -2.315
H 2.151 0.956 0.004
H 3.020 0.454 -1.453
H 2.024 -1.754 -0.346
O 0.733 3.478 -0.538
H 0.690 4.096 -1.277
H 0.004 2.859 -0.735
O 0.927 -0.885 2.195
H 1.290 -0.464 2.980
H 1.471 -0.596 1.439
O 1.407 -3.331 -1.147
H 1.209 -4.123 -0.640
H 2.263 -3.386 -1.583


Least stable structure: arrangement a


Arrangement a

14
Properties=species:S:1:pos:R:3 method="wB97M-V/def2-TZVPD" smiles="CC1=[N+](CO)C1" charge=+1 orbital_gap_ha=0.3926
C 1.872 0.082 0.945
C 0.753 -0.480 -0.024
N -0.416 -0.139 -0.316
C -1.577 0.142 0.448
O -2.410 1.087 0.019
C 0.362 -0.561 -1.454
H 1.662 0.195 2.034
H 2.034 0.953 0.304
H 2.743 -0.516 0.960
H -2.115 -0.847 0.411
H -1.117 0.464 1.459
H -3.029 0.897 -0.744
H 0.735 0.264 -1.998
H 0.502 -1.540 -2.043


Arrangement b

14
Properties=species:S:1:pos:R:3 method="wB97M-V/def2-TZVPD" smiles="C=C1C[C@H](O)[NH2+]1" charge=+1 orbital_gap_ha=0.4330
C -2.184 0.087 -0.089
C -0.893 -0.083 0.155
C 0.175 -1.075 0.188
C 1.107 0.051 -0.305
O 2.403 0.257 0.090
N 0.118 1.114 0.256
H -2.613 1.125 -0.214
H -2.817 -0.763 -0.197
H 0.510 -1.556 1.064
H 0.072 -1.960 -0.554
H 0.969 0.049 -1.353
H 2.824 -0.599 -0.038
H -0.081 1.926 -0.195
H 0.410 1.428 1.192


Least stable structure: arrangement a


Arrangement a

16
Properties=species:S:1:pos:R:3 method="wB97M-V/def2-TZVPD" smiles=COC[C@@H](C)O orbital_gap_ha=0.4103
C 2.457 -0.576 -0.452
O 1.375 -0.219 0.370
C 0.218 0.118 -0.364
C -0.899 0.325 0.646
C -2.223 0.662 -0.020
O -1.066 -0.864 1.394
H 2.223 -1.463 -1.062
H 2.735 0.247 -1.128
H 3.304 -0.803 0.199
H -0.055 -0.706 -1.045
H 0.389 1.025 -0.969
H -0.602 1.151 1.313
H -3.037 0.496 0.691
H -2.403 0.029 -0.896
H -2.246 1.710 -0.333
H -0.172 -1.132 1.654


Arrangement b

16
Properties=species:S:1:pos:R:3 method="wB97M-V/def2-TZVPD" smiles=C[C@@H]1CCO1.O orbital_gap_ha=0.4083
C 0.901 0.428 -1.333
C 0.097 -0.368 -0.335
C -1.383 -0.635 -0.628
C -1.587 -0.252 0.838
O -0.279 0.348 0.876
H 1.912 0.617 -0.960
H 0.974 -0.156 -2.259
H 0.410 1.379 -1.563
H 0.645 -1.278 -0.052
H -1.673 -1.633 -0.960
H -1.785 0.126 -1.303
H -1.649 -1.115 1.515
H -2.374 0.466 1.086
O 2.243 0.432 1.728
H 2.261 1.382 1.563
H 1.287 0.259 1.787


Least stable structure: arrangement b


Arrangement a

16
Properties=species:S:1:pos:R:3 method="wB97M-V/def2-TZVPD" smiles="[H][H].C=COC.C=O" orbital_gap_ha=0.3656
H 0.268 0.713 1.866
H 0.949 0.873 1.610
C -0.432 0.623 -1.491
C -0.986 0.067 -0.415
O -0.906 -1.259 -0.163
C -1.435 -1.680 1.081
H 0.097 0.016 -2.220
H -0.518 1.690 -1.654
H -1.540 0.656 0.317
H -2.446 -1.284 1.238
H -1.479 -2.769 1.046
H -0.793 -1.369 1.915
C 2.299 0.927 -0.789
O 2.490 1.460 0.276
H 2.213 -0.169 -0.885
H 2.218 1.504 -1.732


Arrangement b

16
Properties=species:S:1:pos:R:3 method="wB97M-V/def2-TZVPD" orbital_gap_ha=0.3727
C 2.146 -0.486 0.327
C 0.638 -0.718 0.295
C -0.107 0.420 -0.375
O 0.293 0.522 -1.719
C -1.620 0.201 -0.475
O -2.276 1.082 -1.218
H 2.662 -1.326 0.803
H 2.534 -0.372 -0.688
H 2.390 0.423 0.889
H 0.414 -1.644 -0.251
H 0.247 -0.835 1.316
H 0.070 1.365 0.167
H -0.381 1.091 -2.135
H -2.000 0.414 0.872
H -1.928 -0.861 -0.508
H -2.412 0.950 0.203


Arrangement c

16
Properties=species:S:1:pos:R:3 method="wB97M-V/def2-TZVPD" smiles="CCCC=O.O" orbital_gap_ha=0.3860
C -2.288 1.536 0.799
C -2.050 0.328 -0.104
C -0.831 -0.445 0.337
C -0.589 -1.767 -0.406
O -1.466 -2.406 -0.919
H -2.112 2.496 0.296
H -3.255 1.602 1.292
H -1.521 1.622 1.578
H -2.957 -0.281 -0.185
H -1.962 0.659 -1.139
H 0.040 0.172 0.083
H -0.669 -0.770 1.371
H 0.410 -2.246 -0.245
O 6.349 -0.545 -0.851
H 6.606 -0.165 -1.680
H 6.298 0.209 -0.227


Arrangement d

16
Properties=species:S:1:pos:R:3 method="wB97M-V/def2-TZVPD" smiles=CC(C)(O)CO orbital_gap_ha=0.4023
C -0.360 0.520 -1.579
C -0.181 0.245 -0.085
C 1.260 0.599 0.347
O -1.122 1.057 0.603
C -0.505 -1.207 0.285
O -0.500 -1.336 1.699
H -1.178 -0.069 -2.008
H -0.605 1.578 -1.714
H 0.553 0.301 -2.140
H 1.992 0.215 -0.372
H 1.362 1.684 0.417
H 1.551 0.202 1.330
H -1.293 0.600 1.442
H -1.526 -1.451 -0.027
H 0.187 -1.916 -0.192
H 0.365 -1.021 1.994


Least stable structure: arrangement b


Arrangement a

16
Properties=species:S:1:pos:R:3 method="wB97M-V/def2-TZVPD" smiles=COC[C@@H](C)O orbital_gap_ha=0.4023
C -1.112 -1.384 1.804
O -0.003 -0.912 1.081
C -0.302 -0.528 -0.246
C 0.822 0.416 -0.726
C 0.332 1.440 -1.761
O 1.321 1.156 0.368
H -1.974 -0.707 1.698
H -1.413 -2.389 1.475
H -0.821 -1.423 2.857
H -1.274 -0.011 -0.269
H -0.377 -1.417 -0.893
H 1.628 -0.205 -1.150
H 0.554 2.427 -1.347
H -0.750 1.390 -1.928
H 0.835 1.355 -2.727
H 1.125 0.630 1.156


Arrangement b

16
Properties=species:S:1:pos:R:3 method="wB97M-V/def2-TZVPD" smiles=C[C@H](O)CCO orbital_gap_ha=0.3463
C -0.950 1.756 0.421
C -1.080 0.000 0.184
O -0.876 -0.743 1.292
C -0.105 0.059 -0.912
C 1.109 -1.291 -0.618
O 1.689 -0.874 0.647
H -0.722 2.441 -0.391
H -1.931 2.042 0.794
H -0.188 1.829 1.194
H -2.111 -0.137 -0.149
H 0.112 -0.748 1.474
H -0.544 -0.159 -1.879
H 0.653 0.822 -1.035
H 0.651 -2.281 -0.505
H 1.871 -1.268 -1.405
H 2.422 -1.450 0.889


Arrangement c

16
Properties=species:S:1:pos:R:3 method="wB97M-V/def2-TZVPD" smiles="CC=O.CCO" orbital_gap_ha=0.4042
C 2.220 0.645 -0.464
C 1.955 1.477 0.709
O 1.344 1.004 1.670
H 2.040 1.357 -1.331
H 1.483 -0.225 -0.516
H 3.266 0.241 -0.569
H 2.338 2.552 0.739
C -1.661 0.145 0.144
C -1.402 -1.221 -0.301
O -1.893 -2.140 0.667
H -1.645 0.906 -0.640
H -2.642 0.211 0.669
H -0.866 0.422 0.874
H -0.284 -1.271 -0.550
H -1.889 -1.308 -1.313
H -2.362 -2.794 0.211


Least stable structure: arrangement b


Arrangement a

19
Properties=species:S:1:pos:R:3 method="wB97M-V/def2-TZVPD" charge=+1 orbital_gap_ha=0.4185
C -1.117 -0.333 0.627
C -0.327 0.913 0.849
C -0.527 -1.675 0.243
C -1.098 1.372 -1.613
N -0.820 0.778 -0.344
N 2.112 0.169 0.331
O -2.285 -0.162 1.233
O 0.177 1.824 1.612
H 0.524 -1.691 -0.235
H -1.175 -2.301 -0.423
H -0.402 -2.395 1.181
H -1.960 0.994 -2.089
H -1.110 2.417 -1.388
H -0.389 0.971 -2.293
H 2.331 0.873 -0.253
H 2.715 -0.534 -0.202
H 2.622 0.352 1.193
H -3.015 -0.792 0.869
H 0.137 1.702 2.619


Arrangement b

19
Properties=species:S:1:pos:R:3 method="wB97M-V/def2-TZVPD" smiles="[NH3+]CC(=O)NCCO" charge=+1 orbital_gap_ha=0.3845
N 0.237 -1.883 -2.540
C 0.755 -1.230 -1.332
C -0.363 -0.187 -0.926
O -1.256 -0.177 -1.775
N -0.409 0.428 0.238
C 0.741 0.339 1.158
C 0.306 0.792 2.540
O -0.301 2.054 2.563
H -0.798 -1.897 -2.471
H 0.519 -2.860 -2.635
H 0.346 -1.332 -3.393
H 0.794 -1.955 -0.517
H 1.730 -0.782 -1.499
H -1.136 1.101 0.444
H 1.094 -0.688 1.216
H 1.503 1.049 0.822
H 1.152 0.711 3.232
H -0.458 0.155 3.012
H 0.287 2.782 2.396


Arrangement c

19
Properties=species:S:1:pos:R:3 method="wB97M-V/def2-TZVPD" charge=+1 orbital_gap_ha=0.3812
C -1.168 0.777 -2.361
C -0.350 -0.057 -1.465
C -0.379 -1.463 -1.134
N 0.488 -1.578 -0.080
C 0.965 -0.354 0.347
N 0.571 0.600 -0.494
H -0.774 1.716 -2.797
H -1.971 1.023 -1.632
H -1.491 0.372 -3.311
H -1.125 -2.120 -1.454
H 0.621 -2.465 0.377
H 1.556 -0.348 1.317
H 0.840 1.581 -0.616
H -0.191 -3.413 3.124
H 0.193 -2.226 4.027
O -0.022 -2.517 3.220
H 0.077 3.531 1.405
H 1.542 3.594 0.802
O 0.619 3.347 0.726


Least stable structure: arrangement a